Record 1
Below is a molecular structure, C17H15GeNS4SeY, with properties calculated with wB97M-V/def2-TZVPD.

Each line ends with the natural charge from an NBO analysis.
CARTESIAN COORDINATES (ANGSTROEM)
Y (1.08427, -1.60398, 0.73329)  1.4458
S (0.27276, 0.24403, 2.67530)  -0.3405
S (2.22360, 0.69892, 3.29192)  0.0998
S (3.10658, -1.07302, 2.75263)  0.0574
S (3.55886, -0.97726, 0.72485)  -0.4481
Se (1.06774, -3.87946, 2.04068)  -0.1291
C (-0.33747, -3.95969, 0.73818)  -0.2411
C (-1.50400, -3.21228, 0.91701)  -0.3598
C (-2.50057, -3.27418, -0.05801)  0.0778
N (-2.39437, -3.96699, -1.17963)  -0.4092
C (-1.27095, -4.67393, -1.35410)  0.0604
C (-0.22995, -4.70791, -0.44074)  -0.2846
H (-1.70125, -2.70957, 1.85824)  0.2508
H (-3.43207, -2.74145, 0.10045)  0.2065
H (-1.20815, -5.24929, -2.27030)  0.2147
H (0.65029, -5.30704, -0.63196)  0.2486
Ge (-0.28438, 1.92161, 1.19430)  1.2629
C (1.20090, 2.96181, 0.56754)  -0.4914
C (2.26256, 2.45735, -0.18092)  -0.1327
C (3.24557, 3.30808, -0.65848)  -0.2175
C (3.17353, 4.66994, -0.39503)  -0.1684
C (2.12227, 5.18134, 0.35051)  -0.1960
C (1.13731, 4.33039, 0.83149)  -0.1941
C (-1.17527, 0.74218, -0.08471)  -0.4592
C (-0.48501, 0.02854, -1.07931)  -0.3006
C (-1.16383, -0.76062, -2.00541)  -0.1868
C (-2.54859, -0.83851, -1.96406)  -0.1779
C (-3.24328, -0.13697, -0.99092)  -0.1694
C (-2.56408, 0.63364, -0.05297)  -0.1909
H (-1.26052, 2.81382, 1.95319)  -0.1024
H (2.35977, 1.39562, -0.36950)  0.1923
H (4.07278, 2.90756, -1.22911)  0.2284
H (3.94278, 5.33236, -0.76849)  0.2309
H (2.06705, 6.24087, 0.56003)  0.2317
H (0.32275, 4.74297, 1.41545)  0.2221
H (0.58375, 0.19200, -1.25423)  0.2134
H (-0.61476, -1.28110, -2.78064)  0.2362
H (-3.07862, -1.44193, -2.68791)  0.2495
H (-4.32415, -0.18442, -0.96055)  0.2391
H (-3.13384, 1.17656, 0.69194)  0.2316

orbital gap	7.9	eV
LUMO level	-3.863	eV
net charge	+1
multiplicity	1
HOMO	-11.735	eV

=====

Record 2
Below is a molecular structure, C17H15I3N4O4V, with properties calculated with wB97M-V/def2-TZVPD.

Each line ends with the Mulliken spin population.
CARTESIAN COORDINATES (ANGSTROEM)
V (0.49785, -0.35701, -0.23957)  2.1369
C (-0.24573, 3.92298, 0.94401)  -0.0046
C (-0.14934, 2.55828, 0.35817)  0.0385
N (0.47493, 1.57373, 0.89251)  -0.0239
O (1.10684, 1.82943, 2.08367)  -0.0010
C (-0.80459, 2.18617, -0.92326)  0.0386
C (-1.72209, 3.03602, -1.73222)  -0.0113
N (-0.47005, 0.97995, -1.18534)  -0.0822
O (-0.77104, 0.06066, -2.01531)  -0.0476
H (0.62113, 4.13380, 1.56489)  0.0005
H (-1.13681, 3.99698, 1.57193)  0.0022
H (-0.32867, 4.66973, 0.15616)  0.0000
H (1.60878, 1.00628, 2.22082)  0.0041
H (-2.51250, 3.46237, -1.11281)  0.0025
H (-2.17538, 2.42985, -2.51450)  -0.0006
H (-1.18520, 3.86029, -2.20552)  0.0037
I (9.06220, 0.02471, 1.50426)  0.0002
C (7.02253, -0.05684, 1.08597)  0.0030
C (6.56357, 0.35955, -0.15707)  -0.0011
C (5.20779, 0.30544, -0.43108)  0.0006
C (4.32140, -0.16037, 0.53353)  -0.0123
C (4.79144, -0.58076, 1.77223)  -0.0033
C (6.14623, -0.52896, 2.05405)  -0.0006
C (2.87589, -0.20668, 0.23051)  0.0315
O (2.03456, -0.59529, 1.12627)  -0.0262
O (2.42486, 0.13600, -0.89082)  -0.0050
H (7.25778, 0.72022, -0.90288)  -0.0001
H (4.82409, 0.61960, -1.39217)  0.0014
H (4.09221, -0.95522, 2.50758)  0.0000
H (6.51801, -0.85553, 3.01498)  0.0000
N (-5.94713, -0.27792, 0.59450)  -0.0020
C (-4.88775, -0.58666, 0.91190)  0.0046
C (-3.56747, -0.96474, 1.33213)  -0.0003
C (-3.36222, -1.69454, 2.49527)  0.0127
C (-2.06656, -2.03176, 2.84293)  -0.0124
C (-1.02948, -1.61353, 2.03270)  0.0284
N (-1.22874, -0.90166, 0.91752)  -0.0632
C (-2.47348, -0.60417, 0.55647)  0.0316
H (-4.20416, -1.99871, 3.10167)  -0.0004
H (-1.85721, -2.61725, 3.72577)  0.0003
H (0.00050, -1.85999, 2.26035)  -0.0009
H (-2.60601, -0.08935, -0.38590)  -0.0074
I (0.81440, -2.99365, -0.95692)  0.2771
I (-2.26440, -3.91862, -0.85409)  0.6880

orbital gap (spin up / spin down)	7.1 / 6.7	eV
expectation value of S²	3.7825
LUMO level (spin up / spin down)	-0.485 / -1.534	eV
net charge	0
multiplicity	4
HOMO (spin up / spin down)	-7.612 / -8.264	eV

=====

Record 3
Below is 2 unconnected molecules or ions with the total composition C17H15N2OS in a non-equilibrium geometry, with properties calculated with wB97M-V/def2-TZVPD.

Each line ends with the natural charge from an NBO analysis.
CARTESIAN COORDINATES (ANGSTROEM)
C (0.15749, 1.47812, -1.49563)  -0.7191
C (-0.82960, 0.36183, -1.58539)  0.3785
C (-0.73598, -0.47341, -2.81190)  -0.7254
C (-2.04113, 0.43867, -0.82807)  -0.1492
C (-3.12676, -0.46900, -1.02947)  -0.1360
C (-4.32175, -0.32914, -0.33537)  -0.2264
C (-4.49452, 0.69859, 0.60594)  -0.0955
C (-3.44325, 1.59348, 0.82615)  -0.2190
C (-2.23263, 1.45089, 0.15914)  -0.1041
H (-0.34797, 2.45545, -1.47094)  0.2624
H (0.78304, 1.40471, -0.59825)  0.2583
H (0.82434, 1.45929, -2.36695)  0.2465
H (-1.49730, -1.25346, -2.90528)  0.2355
H (-0.83225, 0.18223, -3.69452)  0.2845
H (0.26526, -0.94255, -2.89849)  0.2565
H (-3.03288, -1.28473, -1.74831)  0.2233
H (-5.12697, -1.03939, -0.52483)  0.2406
H (-5.43889, 0.80364, 1.14068)  0.2418
H (-3.55510, 2.40391, 1.54151)  0.2411
H (-1.40805, 2.13335, 0.38567)  0.2287
O (-0.18600, -0.32212, 2.02848)  -0.5225
C (0.73678, -0.52507, 1.22820)  0.4808
C (2.17997, -0.35510, 1.45634)  -0.1396
C (2.97832, -0.86600, 0.42335)  -0.1571
C (4.37680, -0.89225, 0.52638)  -0.2174
C (4.97398, -0.36599, 1.67106)  -0.1432
C (4.17463, 0.11106, 2.72827)  -0.2113
C (2.77856, 0.11096, 2.63923)  -0.1489
S (2.04382, -1.55561, -0.89401)  0.3787
C (0.51763, -1.06143, -0.12902)  -0.2917
N (-0.51284, -1.96555, -0.20596)  0.1076
N (-1.39710, -2.67790, -0.37145)  0.1793
H (4.94732, -1.31018, -0.30156)  0.2358
H (6.05999, -0.32270, 1.74220)  0.2403
H (4.63972, 0.48139, 3.64037)  0.2378
H (2.12334, 0.44399, 3.45243)  0.2486

orbital gap	6.5	eV
LUMO level	-5.160	eV
net charge	+1
multiplicity	1
HOMO	-11.628	eV

=====

Record 4
Below is a gas-phase ion, C17H15N3O (charge +2), with properties calculated with wB97M-V/def2-TZVPD.

Each line ends with the natural charge from an NBO analysis.
CARTESIAN COORDINATES (ANGSTROEM)
O (-3.18310, 4.79168, 3.01168)  -0.4501
C (-3.39590, 3.95960, 3.85058)  0.4149
C (-4.02701, 2.61626, 3.43696)  -0.3263
N (-3.07605, 1.89363, 2.57604)  -0.2405
C (-2.44642, 0.79280, 3.02882)  0.1031
C (-1.51991, 0.14990, 2.24732)  -0.2032
C (-1.23232, 0.64271, 0.97192)  0.0435
C (-0.22744, -0.03089, 0.10510)  0.0378
C (-0.54466, -0.38815, -1.20629)  -0.2169
C (0.40238, -1.00793, -1.98090)  0.1368
N (1.62701, -1.25557, -1.48962)  -0.2603
C (2.60485, -1.95766, -2.33367)  0.2873
C (3.54617, -1.23018, -3.03442)  -0.2501
C (4.42753, -1.98959, -3.81063)  -0.1290
C (4.30099, -3.36939, -3.81728)  -0.2126
C (3.30082, -3.97104, -3.05674)  0.0698
N (2.44825, -3.26102, -2.31449)  -0.4102
C (1.95956, -0.93059, -0.23086)  0.1245
C (1.04939, -0.31392, 0.59137)  -0.2066
C (-1.90613, 1.78149, 0.52895)  -0.2000
C (-2.82285, 2.39230, 1.34948)  0.1099
H (-3.16985, 4.10646, 4.91774)  0.1666
H (-4.29482, 2.00735, 4.29637)  0.2468
H (-4.92342, 2.82393, 2.85402)  0.2659
H (-2.70828, 0.44787, 4.01909)  0.2567
H (-1.04073, -0.74169, 2.62931)  0.2650
H (-1.52643, -0.20814, -1.62319)  0.2633
H (0.21218, -1.32909, -2.99529)  0.2648
H (3.59459, -0.15160, -2.98691)  0.2451
H (5.19383, -1.49712, -4.39308)  0.2517
H (4.96838, -3.98854, -4.40186)  0.2548
H (3.18299, -5.04634, -3.04343)  0.2293
H (2.96201, -1.17977, 0.08632)  0.2645
H (1.33851, -0.05077, 1.59944)  0.2611
H (-1.71550, 2.20711, -0.44745)  0.2648
H (-3.35863, 3.28589, 1.06560)  0.2778

orbital gap	7.9	eV
LUMO level	-7.795	eV
net charge	+2
multiplicity	1
HOMO	-15.669	eV

=====

Record 5
Below is C17H15N3O2S in the gas phase in a non-equilibrium geometry, with properties calculated with wB97M-V/def2-TZVPD.

Each line ends with the natural charge from an NBO analysis.
CARTESIAN COORDINATES (ANGSTROEM)
C (0.18033, 5.45191, -4.66274)  -0.2514
O (-0.68948, 4.95115, -3.67857)  -0.4920
C (-0.27389, 3.89812, -2.91777)  0.2725
C (0.95544, 3.26057, -3.03994)  -0.2533
C (1.26717, 2.19924, -2.20974)  -0.2293
C (0.37034, 1.75182, -1.24544)  0.1169
N (0.76208, 0.67478, -0.44470)  -0.5925
C (0.08565, 0.07633, 0.58022)  0.6593
O (-1.03548, 0.39606, 0.92748)  -0.6128
C (0.87187, -0.97913, 1.24520)  -0.3829
S (2.61563, -0.74221, 1.31013)  0.2947
C (2.72918, -2.21741, 2.26052)  0.2903
N (3.93076, -2.70125, 2.64396)  -0.7957
N (1.60345, -2.78756, 2.47653)  -0.5374
C (0.53429, -2.13083, 1.93086)  0.2727
C (-0.75752, -2.79353, 2.10761)  -0.0288
C (-0.76607, -4.00749, 2.80402)  -0.2046
C (-1.93904, -4.70847, 2.99476)  -0.2204
C (-3.13309, -4.21814, 2.49145)  -0.1979
C (-3.13724, -3.01822, 1.80124)  -0.2138
C (-1.96614, -2.30810, 1.60999)  -0.2081
C (-0.86208, 2.39141, -1.12389)  -0.2142
C (-1.17344, 3.44814, -1.95061)  -0.2349
H (-0.35122, 6.27716, -5.13406)  0.2006
H (0.41325, 4.69458, -5.41885)  0.1740
H (1.11178, 5.82627, -4.22484)  0.1739
H (1.68000, 3.57686, -3.77360)  0.2127
H (2.22771, 1.71309, -2.31383)  0.2022
H (1.68265, 0.31593, -0.66071)  0.3985
H (4.71565, -2.07319, 2.65957)  0.3969
H (3.91456, -3.43669, 3.33103)  0.4071
H (0.16559, -4.39003, 3.18927)  0.2338
H (-1.92274, -5.64259, 3.53774)  0.2105
H (-4.05269, -4.76530, 2.64013)  0.2102
H (-4.06364, -2.62466, 1.40927)  0.2120
H (-2.00407, -1.36550, 1.09361)  0.2487
H (-1.56561, 2.05711, -0.38082)  0.2572
H (-2.12397, 3.94978, -1.86448)  0.2255

orbital gap	8.0	eV
LUMO level	0.225	eV
net charge	0
multiplicity	1
HOMO	-7.802	eV

=====

Record 6
Below is a molecular structure, C17H15N3O3Rb in a non-equilibrium geometry, with properties calculated with wB97M-V/def2-TZVPD.

Each line ends with the natural charge from an NBO analysis.
CARTESIAN COORDINATES (ANGSTROEM)
Rb (1.41998, -1.29178, 0.70447)  0.9507
N (-0.89372, -0.21791, -1.66806)  -0.8659
C (-0.90284, -1.65465, -2.04122)  -0.2513
C (0.41365, -3.44421, -0.67252)  0.7158
O (0.32949, -4.50633, -0.05739)  -0.6962
O (1.50853, -2.92837, -1.14043)  -0.8998
H (-1.66986, -0.05484, -1.03194)  0.3684
H (-1.08698, 0.33314, -2.49884)  0.3418
H (-0.03394, -1.84111, -2.67189)  0.2068
H (-1.80028, -1.93718, -2.60607)  0.1628
O (4.08857, -0.90781, 0.14112)  -0.7198
C (4.77784, 0.21898, -0.34085)  -0.0903
C (3.92249, 1.46935, -0.37733)  0.1898
C (4.50481, 2.73758, -0.43040)  -0.2574
C (3.67226, 3.83374, -0.52779)  -0.1655
C (2.29760, 3.65713, -0.56602)  -0.2670
C (1.80970, 2.35919, -0.48960)  0.0538
N (2.61043, 1.30184, -0.39749)  -0.4612
H (3.43658, -1.20061, -0.50946)  0.4904
H (5.18256, 0.03500, -1.34255)  0.1838
H (5.63174, 0.37723, 0.31881)  0.1871
H (5.58249, 2.83390, -0.38791)  0.2130
H (4.09818, 4.82969, -0.56983)  0.2128
H (1.61501, 4.49110, -0.64767)  0.2219
H (0.74327, 2.16069, -0.51115)  0.2166
N (-6.57493, 1.25583, 3.32110)  -0.4598
C (-5.73506, 0.66325, 2.78880)  0.3194
C (-4.69528, -0.06486, 2.13895)  -0.3800
C (-3.38223, 0.43532, 2.07770)  -0.1233
C (-2.37077, -0.23598, 1.45034)  -0.3570
C (-2.57808, -1.52904, 0.80264)  -0.0151
C (-3.95136, -2.01547, 0.87945)  -0.3118
C (-4.92975, -1.30999, 1.50832)  -0.1398
C (-1.58781, -2.24129, 0.23369)  -0.1112
C (-0.79733, -2.51920, -0.79098)  -0.2436
H (-3.15925, 1.39526, 2.53269)  0.1980
H (-1.38460, 0.21641, 1.42783)  0.1768
H (-4.18039, -2.97407, 0.43258)  0.2045
H (-5.93070, -1.72992, 1.51891)  0.2017

orbital gap	4.4	eV
LUMO level	1.729	eV
net charge	-1
multiplicity	1
HOMO	-2.663	eV